Record 1
{"formula": "C6H8N2O5", "method": "ωB97M-V/def2-TZVPD", "lumo_energy_ha": 0.0150, "relative_energy_ev": 0.336, "smiles": "C=N[C@]1(O)C(=O)OC=N[C@@]1(O)CO", "homo_ev": -10.29, "species": ["O", "O", "C", "O", "H", "H", "C", "C", "O", "C", "H", "H", "C", "H", "H", "C", "N", "N", "O", "H", "H"], "positions_angstrom": [[-0.56, 1.88, 1.08], [-2.27, -0.15, 0.54], [1.04, 0.26, 0.19], [2.15, 2.30, -0.58], [1.58, -2.30, 0.62], [1.03, -2.34, 2.35], [2.10, 1.33, 0.43], [1.06, 2.51, -1.29], [3.03, 1.23, 1.20], [-0.27, 1.13, -0.11], [0.64, -0.83, -1.38], [-3.13, -0.41, 0.34], [1.07, -1.75, 1.42], [-1.12, -0.36, -1.35], [-2.05, 1.08, -1.10], [-1.51, 0.37, -0.59], [0.87, -0.50, 1.35], [-0.07, 2.06, -1.23], [1.45, -0.44, -1.13], [-1.38, 1.56, 1.58], [1.40, 3.27, -2.12]], "nbo_charge": [-0.7316, -0.7362, 0.2173, -0.4849, 0.1593, 0.1841, 0.7814, 0.4641, -0.4758, 0.3392, 0.4601, 0.4820, -0.0071, 0.1491, 0.2026, -0.0770, -0.3981, -0.5012, -0.7120, 0.5131, 0.1716]}

=====

Record 2
{"formula": "C2H2S2", "method": "ωB97M-V/def2-TZVPD", "lumo_energy_ha": -0.0911, "relative_energy_ev": 1.962, "smiles": "S=CC=S", "homo_ev": -9.30, "species": ["C", "H", "S", "C", "H", "S"], "positions_angstrom": [[-0.17, -0.66, -0.10], [-1.01, -1.00, -0.47], [-0.87, 2.01, -0.63], [-0.10, 0.76, 0.13], [1.05, 0.54, 0.67], [1.09, -1.65, 0.39]], "nbo_charge": [-0.2742, 0.1822, 0.1483, -0.3876, 0.2180, 0.1133]}

=====

Record 3
{"formula": "C3H9NO", "method": "ωB97M-V/def2-TZVPD", "lumo_energy_ha": [-0.1272, -0.3513], "relative_energy_ev": 3.447, "spin_multiplicity": 2, "charge": 1, "homo_ev": [-13.18, -13.18], "species": ["H", "H", "N", "H", "H", "H", "H", "C", "H", "H", "C", "H", "C", "O"], "positions_angstrom": [[0.98, 2.64, 0.45], [-3.38, -4.16, -4.92], [2.27, 1.24, 2.63], [-2.35, -4.83, -5.45], [1.11, -0.18, 1.65], [-1.00, 2.09, -0.59], [0.08, 0.75, 2.83], [0.95, 0.77, 2.03], [-1.27, 0.61, 0.37], [2.57, 0.71, 3.38], [-0.69, 1.48, 0.31], [3.09, 1.11, 2.08], [0.44, 1.77, 0.92], [-2.80, -3.99, -5.70]], "lowdin_charge": [0.1448, 0.0411, 0.2415, 0.0480, 0.1251, 0.1211, 0.1951, -0.1034, 0.0745, 0.0869, 0.0814, 0.1232, -0.0903, -0.0892]}

=====

Record 4
{"formula": "C16H31Br10FINSSi", "method": "ωB97M-V/def2-TZVPD", "lumo_energy_ha": 0.0134, "homo_ev": -9.15, "species": ["C", "H", "H", "C", "H", "Br", "H", "H", "Br", "F", "C", "C", "H", "Si", "H", "Br", "N", "H", "H", "H", "H", "C", "H", "C", "H", "H", "Br", "C", "C", "H", "C", "Br", "H", "I", "H", "C", "C", "Br", "H", "C", "H", "S", "H", "H", "H", "H", "H", "C", "C", "H", "H", "H", "C", "H", "H", "Br", "Br", "H", "Br", "C", "H", "Br"], "positions_angstrom": [[-5.37, 5.95, -0.58], [3.13, -5.97, 2.30], [-2.87, 1.79, -3.80], [-3.05, 2.27, -2.84], [-5.45, 5.97, 0.51], [0.93, -5.21, 0.52], [-4.26, -5.06, 1.06], [0.82, -7.08, 2.14], [6.90, 2.21, 0.00], [-1.25, 3.83, -2.64], [1.56, -1.55, 1.35], [-1.81, -0.92, -1.53], [7.61, 2.82, 2.29], [-0.47, 1.24, -2.10], [-5.48, 6.96, -0.97], [-6.50, 5.17, -3.10], [-1.30, -0.30, -2.42], [0.08, 1.13, -0.73], [5.27, 1.75, 2.42], [5.51, 3.18, 3.44], [-6.10, 3.97, -0.97], [2.18, 2.07, -2.66], [1.30, -7.67, 0.52], [0.97, 1.37, -3.27], [6.84, 4.20, 1.48], [-2.00, 2.84, -1.05], [4.16, -6.92, 0.24], [-6.37, 5.00, -1.17], [1.48, -6.91, 1.28], [3.14, -7.75, 2.34], [1.99, 3.53, -2.31], [2.69, -2.99, 3.55], [-7.36, 5.20, -0.78], [0.39, 2.22, -5.15], [-3.83, -5.96, 3.45], [2.92, -6.88, 1.74], [5.47, 2.81, 2.41], [2.60, 0.08, 1.53], [1.23, 0.34, -3.54], [-3.07, -5.75, 2.70], [1.85, 4.14, -3.21], [-2.48, -1.75, -0.38], [2.16, -2.23, 0.76], [0.44, -2.94, 2.51], [-2.66, -4.30, 1.17], [-2.82, -6.66, 2.16], [0.66, -1.27, 0.79], [6.76, 3.14, 1.70], [-1.77, 2.64, -2.11], [0.78, -1.41, 3.36], [3.04, 1.95, -3.33], [1.13, 3.68, -1.65], [-3.50, -4.68, 1.74], [-3.63, 1.57, -2.23], [-3.66, 3.17, -3.01], [-3.54, 5.42, -0.98], [-4.29, -3.15, 2.64], [2.87, 3.92, -1.79], [-1.47, -5.23, 3.68], [1.17, -2.15, 2.67], [2.42, 1.51, -1.74], [3.93, 3.67, 1.59]], "nbo_charge": [-0.4542, 0.2397, 0.2190, -0.6543, 0.2288, -0.0237, 0.2320, 0.2342, -0.0089, -0.3777, -0.4544, 0.2341, 0.2293, 1.5311, 0.2307, -0.0084, -0.8048, -0.1932, 0.2346, 0.2294, 0.2283, -0.4316, 0.2297, -0.8011, 0.2295, 0.1943, -0.0101, -0.4492, -0.4453, 0.2295, -0.6161, -0.0255, 0.2291, 0.1031, 0.2319, -0.4541, -0.4495, -0.0178, 0.2573, -0.4452, 0.2189, -0.0044, 0.2353, 0.2425, 0.2353, 0.2292, 0.2318, -0.4494, -0.2054, 0.2312, 0.2134, 0.2040, -0.4535, 0.2171, 0.2398, -0.0005, -0.0078, 0.2229, -0.0151, -0.4487, 0.2236, -0.0107]}

=====

Record 5
{"formula": "C60H70F12N10P2", "method": "ωB97M-V/def2-TZVPD", "lumo_energy_ha": -0.6414, "charge": 8, "homo_ev": -24.29, "species": ["H", "F", "H", "H", "N", "C", "C", "C", "H", "H", "H", "F", "H", "H", "C", "H", "C", "C", "N", "C", "H", "C", "C", "N", "F", "C", "C", "H", "C", "H", "C", "H", "H", "C", "F", "C", "C", "P", "C", "C", "H", "C", "H", "H", "C", "C", "H", "C", "C", "H", "F", "H", "H", "F", "H", "H", "F", "H", "H", "C", "N", "H", "C", "H", "C", "N", "H", "F", "C", "C", "C", "N", "H", "C", "H", "C", "C", "C", "H", "H", "F", "H", "H", "H", "C", "C", "H", "F", "H", "C", "H", "C", "N", "C", "H", "H", "C", "C", "F", "H", "C", "H", "H", "H", "P", "H", "H", "H", "N", "C", "C", "H", "H", "F", "H", "H", "C", "C", "H", "H", "H", "H", "H", "H", "C", "H", "H", "N", "H", "H", "C", "H", "C", "H", "H", "C", "N", "H", "H", "C", "C", "C", "H", "C", "C", "C", "H", "C", "C", "H", "C", "C", "H", "C"], "positions_angstrom": [[-3.82, 1.93, 6.98], [0.91, -0.25, 1.43], [0.17, 3.53, -1.43], [1.09, -9.32, -1.91], [2.02, -0.71, -4.08], [0.50, -0.17, 5.34], [-6.39, -2.01, 0.22], [1.71, -4.93, -3.51], [-1.67, -2.43, 3.88], [3.50, -2.61, 4.95], [-1.76, 0.50, 6.84], [0.58, 0.61, -0.55], [0.61, -3.40, 3.24], [6.35, 7.60, -0.82], [1.08, -6.83, -2.09], [5.56, 5.97, -2.64], [1.12, -9.09, -2.97], [2.87, -1.49, -4.77], [-0.21, 3.33, 1.94], [1.58, -7.20, -4.37], [3.54, -3.55, -4.99], [2.89, -2.65, 4.04], [6.22, 3.21, 0.06], [-1.81, -4.37, 0.73], [0.78, -1.75, -0.43], [-1.55, 4.28, -0.41], [6.74, 4.51, 0.14], [-3.92, -1.02, -1.77], [0.43, 2.76, 3.13], [0.98, 0.97, -4.76], [-4.46, 5.06, -2.72], [3.60, -0.90, -5.30], [3.75, -3.10, -1.68], [-2.16, -4.32, -0.59], [5.10, 1.23, 2.52], [1.95, 0.78, -4.31], [-5.95, -0.17, -1.66], [-0.18, -0.55, 0.28], [-4.05, 0.90, 3.76], [-3.62, -2.96, 1.41], [4.83, -1.29, -2.98], [-2.10, 4.39, 0.91], [0.85, 1.80, 2.84], [-0.63, 5.34, -2.75], [0.37, 3.20, 0.72], [-5.62, 2.19, 5.15], [-2.24, -3.88, 2.71], [-4.63, 5.97, -5.03], [-4.91, -0.98, -1.34], [-0.35, -5.80, 0.28], [3.13, 1.43, 5.06], [-1.55, -4.83, -1.33], [3.82, 1.77, 0.76], [-1.33, -0.73, -0.82], [3.43, -2.02, 3.34], [-0.34, 2.63, 3.90], [5.31, 2.04, 4.68], [4.88, -2.85, -0.37], [5.34, 1.32, -3.08], [4.65, -0.66, -2.12], [4.06, -1.06, -0.98], [2.68, 1.03, -5.08], [-2.43, 0.59, 6.00], [3.13, -0.64, 0.89], [-2.03, 0.05, 4.83], [-4.39, 1.42, 5.00], [-4.22, 5.53, -5.94], [-1.10, 0.67, 0.92], [-2.32, 4.67, -1.63], [-0.71, -0.70, 4.79], [1.83, -5.87, -4.57], [1.23, -7.63, -3.16], [-3.09, 4.78, 1.09], [-3.62, 1.32, 6.10], [1.68, -7.94, -5.15], [-7.42, -1.20, -0.21], [3.93, -2.51, -0.78], [-5.08, -1.93, -0.38], [-4.61, 7.06, -5.11], [-0.92, -5.82, 1.94], [4.88, 0.00, 4.56], [0.40, -0.50, -2.84], [-6.58, -2.82, 0.90], [-5.78, 0.61, -2.39], [1.78, -3.45, -3.80], [-3.22, -3.48, -0.96], [-8.46, -1.22, 0.10], [-0.75, -1.72, 1.29], [3.17, -2.60, -0.01], [4.05, 1.11, -0.06], [7.80, 6.89, -1.45], [1.63, -0.90, 5.18], [1.63, -2.07, 4.43], [-1.70, 5.23, -2.76], [0.00, -3.02, -2.67], [-1.97, 3.89, 3.03], [-8.25, 0.63, -1.59], [7.05, 6.77, -0.67], [2.96, 0.43, 3.06], [6.30, 2.48, 0.86], [0.50, -2.53, 3.87], [-8.14, 0.72, -2.67], [-5.32, 3.24, 5.10], [-5.67, 5.67, -5.01], [4.12, 1.29, 3.80], [-2.62, -0.24, 2.71], [7.40, 4.81, 0.94], [2.61, -0.72, 5.60], [-3.84, 5.53, -3.82], [-3.98, -2.79, 0.07], [-2.60, -3.81, 1.69], [4.53, 3.65, -2.84], [1.21, 3.45, 3.45], [3.43, 2.69, 3.30], [1.91, -9.61, -3.51], [2.05, -5.46, -5.55], [2.79, -2.89, -4.59], [0.86, -2.62, -3.19], [0.11, -4.41, 1.49], [-6.13, 1.81, 6.03], [-4.34, 3.91, -1.07], [-9.14, 0.01, -1.44], [-2.12, 6.16, -4.70], [-3.33, -3.33, -2.03], [-0.75, -1.96, 4.19], [0.90, -7.35, -1.16], [-4.05, -2.37, 2.21], [6.47, 5.43, -0.79], [0.22, -9.42, -3.49], [7.65, 6.82, 0.23], [4.97, 0.73, -2.25], [-6.27, 1.92, 4.31], [-0.60, -5.16, 1.14], [0.53, 0.82, 5.79], [2.18, 1.36, -3.41], [5.36, 2.90, -0.99], [-7.13, -0.23, -1.08], [2.82, -3.64, 3.60], [-5.53, 4.99, -2.84], [-1.49, 3.87, 2.06], [-2.49, 5.66, -3.82], [-3.70, 4.52, -1.69], [-8.21, 1.55, -1.01], [4.71, 1.56, -1.15], [-0.27, 3.67, -0.45], [-2.89, 0.17, 3.67], [1.25, -4.86, -1.38], [1.05, -1.24, -3.29], [3.68, -0.27, 0.04], [1.38, 2.81, 0.69], [5.66, 5.22, -1.87], [5.15, 3.91, -2.00], [-4.72, 1.00, 2.92], [1.32, -5.47, -2.27]], "lowdin_charge": [0.1778, -0.1616, 0.1171, 0.1186, -0.0718, 0.0682, 0.0929, -0.0979, 0.0998, 0.1339, 0.1532, -0.1603, 0.1153, 0.1277, 0.0223, 0.1609, 0.0693, 0.0323, -0.0578, 0.0551, 0.1492, 0.0242, 0.0872, -0.0568, -0.1903, -0.0905, 0.0713, 0.1248, 0.0320, 0.1182, 0.0339, 0.1590, 0.0940, 0.0368, -0.1433, 0.0578, -0.0018, 0.2748, 0.0155, 0.0420, 0.1355, 0.0611, 0.0759, 0.1339, 0.0106, 0.0478, 0.1344, 0.0718, 0.0281, 0.0818, -0.1558, 0.1295, 0.1104, -0.1343, 0.0918, 0.0974, -0.1538, 0.1316, 0.1378, 0.0177, -0.0754, 0.1119, 0.0614, 0.1127, -0.1186, -0.0826, 0.1196, -0.1714, -0.1236, -0.0974, 0.0838, -0.0680, 0.1295, 0.0791, 0.1785, 0.0478, 0.0401, -0.1375, 0.1305, 0.1290, -0.1746, 0.1225, 0.1467, 0.1550, -0.1324, 0.0842, 0.1690, -0.1583, 0.0871, 0.0413, 0.1311, 0.0407, -0.0501, 0.0621, 0.1173, 0.1431, 0.0868, 0.0445, -0.1771, 0.1307, 0.0159, 0.1218, 0.1281, 0.1136, 0.2446, 0.0909, 0.1678, 0.1461, -0.0507, -0.0946, 0.0028, 0.1128, 0.1211, -0.1756, 0.1334, 0.1473, 0.0774, 0.0351, 0.0847, 0.1335, 0.1274, 0.1210, 0.1650, 0.1368, 0.0340, 0.1461, 0.1365, -0.0719, 0.1333, 0.1203, 0.0873, 0.1044, 0.0663, 0.1440, 0.0933, -0.1251, -0.0732, 0.1143, 0.1559, 0.0513, 0.0427, 0.0269, 0.1232, -0.1573, 0.0505, 0.0282, 0.1051, 0.0076, 0.0491, 0.1375, 0.0550, 0.0493, 0.1370, 0.0169]}

=====

Record 6
{"formula": "C21H40O4", "method": "ωB97M-V/def2-TZVPD", "lumo_energy_ha": 0.0280, "relative_energy_ev": 0.000, "smiles": "CCCCCCCC/C=C\\CCCCCCCC(=O)OC(CO)CO", "homo_ev": -9.01, "species": ["H", "H", "H", "C", "H", "H", "O", "C", "C", "C", "H", "H", "H", "H", "C", "C", "H", "C", "H", "C", "H", "H", "H", "H", "C", "H", "H", "C", "H", "H", "H", "O", "C", "H", "H", "H", "H", "C", "H", "C", "H", "C", "H", "H", "H", "C", "C", "H", "C", "H", "H", "O", "C", "H", "C", "H", "H", "C", "H", "O", "H", "H", "H", "C", "H"], "positions_angstrom": [[-4.12, -2.53, 1.53], [6.62, -1.00, 1.31], [-4.41, -1.43, 2.88], [-1.50, -1.61, 1.04], [-5.01, 2.82, -1.34], [-2.84, 1.09, 1.29], [0.16, -1.03, -1.84], [4.61, 0.57, 0.24], [-2.37, -1.53, 2.27], [3.70, 1.79, 0.22], [-2.94, 4.19, -0.89], [6.42, 1.66, -0.16], [-4.16, 1.05, 2.45], [0.31, -4.41, 0.00], [-3.91, 0.94, 1.39], [-4.46, 1.98, -0.90], [-5.37, -0.53, 0.83], [6.98, -0.28, 0.58], [-4.91, 1.06, -1.29], [8.42, 0.10, 0.91], [8.80, 0.80, 0.17], [-2.97, 2.01, -2.45], [0.19, -0.63, -0.95], [1.88, 0.70, 0.60], [6.06, 0.94, 0.57], [1.32, 3.10, 0.83], [-1.91, -1.19, -1.76], [1.33, 2.63, -0.16], [1.28, -2.82, -2.10], [6.94, -0.76, -0.40], [-2.13, -2.39, 2.90], [-1.79, -2.68, 0.30], [-1.05, -2.97, -0.89], [9.06, -0.78, 0.90], [6.09, 1.42, 1.55], [-2.10, -0.62, 2.81], [-0.44, 1.47, 0.15], [-1.01, -1.80, -1.90], [-0.07, 1.78, -1.54], [-1.05, 3.39, -0.55], [-1.04, -2.22, -2.91], [-0.09, 2.23, -0.55], [1.71, 3.37, -0.87], [8.47, 0.56, 1.89], [4.25, -0.15, 0.97], [2.26, 1.42, -0.13], [-3.00, 2.05, -1.35], [0.85, -2.72, 0.13], [-2.32, 3.30, -0.90], [-1.61, -3.80, -1.34], [-4.29, 3.00, 0.98], [1.16, -3.68, -1.67], [-4.65, 2.03, 0.61], [-3.84, -0.69, -0.02], [-4.29, -0.48, 0.95], [-5.71, 1.97, 0.83], [3.72, 2.27, 1.20], [-3.86, -1.56, 1.94], [-2.46, 1.18, -0.98], [-0.65, -0.80, 0.76], [4.07, 2.51, -0.51], [4.58, 0.08, -0.74], [-0.64, 4.34, -0.24], [0.38, -3.46, -0.53], [2.24, 0.94, -1.11]], "nbo_charge": [0.2143, 0.1923, 0.2069, 0.8300, 0.2028, 0.2056, -0.7517, -0.3849, -0.5086, -0.3838, 0.1944, 0.1914, 0.2011, 0.1851, -0.4099, -0.3914, 0.2075, -0.3872, 0.1993, -0.5996, 0.1995, 0.2182, 0.5065, 0.1978, -0.3866, 0.1915, 0.1761, -0.3692, 0.4873, 0.1931, 0.2388, -0.5063, 0.0407, 0.2065, 0.1911, 0.2310, 0.2243, -0.0990, 0.2124, -0.1640, 0.1980, -0.4632, 0.1923, 0.1991, 0.1923, -0.3978, -0.4448, 0.1744, -0.1978, 0.2028, 0.2077, -0.7185, -0.3913, 0.1932, -0.4052, 0.1982, 0.1918, -0.3793, 0.2003, -0.6505, 0.1921, 0.1936, 0.1953, -0.0830, 0.1972]}

=====

Record 7
{"formula": "C5H5NO", "method": "ωB97M-V/def2-TZVPD", "lumo_energy_ha": -0.0212, "relative_energy_ev": 2.665, "smiles": "[H]/N=C\\CC=C=C=O", "homo_ev": -9.18, "species": ["H", "H", "C", "H", "N", "H", "C", "C", "C", "O", "H", "C"], "positions_angstrom": [[-0.33, -0.70, -1.93], [-0.25, 1.58, -0.72], [1.15, -0.79, -0.36], [-2.40, 0.07, 0.45], [-1.92, 0.94, 0.21], [-0.88, -1.44, -0.43], [-0.85, 0.71, -0.42], [1.65, -0.19, 0.72], [-0.28, -0.62, -0.84], [1.08, 1.29, 2.61], [1.79, -1.46, -0.95], [1.24, 0.61, 1.67]], "nbo_charge": [0.2375, 0.1696, -0.0374, 0.3232, -0.5800, 0.2351, 0.1403, -0.3961, -0.5453, -0.4364, 0.2065, 0.6828]}

=====

Record 8
{"formula": "C2H2Cl3FSi", "method": "ωB97M-V/def2-TZVPD", "lumo_energy_ha": [-0.0328, -0.0552], "relative_energy_ev": 3.909, "homo_ev": [-8.51, -10.12], "species": ["C", "C", "Cl", "Cl", "H", "Si", "H", "Cl", "F"], "positions_angstrom": [[-1.36, -0.68, -0.38], [-2.43, 0.02, -0.13], [3.74, -0.45, -1.01], [2.63, -0.19, 2.11], [-2.35, 1.07, 0.10], [2.30, 0.29, 0.18], [-3.43, -0.41, -0.15], [2.15, 2.30, -0.02], [-1.25, -1.96, -0.69]], "nbo_charge": [0.4762, -0.6402, -0.3511, -0.3553, 0.2355, 1.0834, 0.2304, -0.3594, -0.3196]}

=====

Going through the records in order, we get calculated total energy values of -19566.6176, -23773.6522, -6782.8618, -748542.7072, -129358.1430, -30616.5137, -8800.7536, -50268.3781 eV.